[1]
The following is a quantum chemistry calculation of an isolated ion of composition C4H7N2 and charge +1, from OMol25.

total charge	+1
spin multiplicity	1
LUMO	-3.57	eV
E_HOMO	-14.15	eV

```
13
Properties=species:S:1:pos:R:3:lowdin_charge:R:1
H -1.092 0.784 1.253 0.196
H 1.470 -0.736 -1.312 0.174
H 0.168 1.629 -1.342 0.177
C 0.934 -0.459 -0.414 -0.181
C -0.941 -0.446 -0.564 0.004
H -1.921 1.346 -0.120 0.196
C -0.062 -1.401 0.186 -0.079
N 1.372 0.687 0.272 0.148
H -0.101 -1.412 1.274 0.131
H -0.063 -2.401 -0.228 0.128
H 1.278 0.687 1.284 0.134
C 0.101 0.946 -0.512 -0.149
N -1.143 0.775 0.223 0.121
```

---

[2]
The following is a quantum chemistry calculation of C38H22F9N2O6PTi as an isolated structure, from OMol25.

⟨S²⟩	2.016
spin multiplicity	3
LUMO (spin up / spin down)	-0.83 / -0.90	eV
E_HOMO (spin up / spin down)	-6.65 / -9.42	eV

```
79
Properties=species:S:1:pos:R:3:lowdin_charge:R:1
F -5.425 -1.206 -2.937 0.130
F -4.749 0.544 -4.022 0.139
C 4.084 -3.305 -4.732 -0.065
H 4.279 -3.834 -5.655 0.108
C -0.427 -0.859 4.852 0.007
C -2.946 -0.367 0.243 -0.070
H -3.590 0.349 5.002 0.128
H 0.863 -0.736 3.140 0.101
C -3.135 1.356 -1.932 0.011
C 2.857 -3.495 -4.067 -0.051
O 2.701 -0.204 1.171 -0.156
C -0.113 -0.501 3.548 -0.054
H -4.654 -1.360 -0.590 0.128
C -1.675 -0.550 5.363 -0.116
C 4.772 -1.764 -3.010 -0.140
H -2.870 -2.998 -3.741 0.112
C -1.497 -1.370 -3.385 0.009
H 2.611 4.447 1.662 0.129
H 2.123 -4.171 -4.485 0.111
O 4.587 1.027 1.071 0.092
C 0.208 0.408 -2.602 -0.573
C -0.740 -2.795 -1.134 -0.214
C -2.132 1.535 -0.993 -0.071
Ti 1.361 -0.835 -0.209 1.024
H -2.864 -1.053 1.078 0.113
C -1.109 3.425 1.497 -0.064
F 0.804 7.272 0.887 0.143
C -0.531 -0.906 -2.523 -0.190
C 2.584 -2.835 -2.901 0.008
F -1.139 -1.719 7.351 0.139
H -3.027 1.006 2.687 0.108
C 1.224 2.839 1.367 -0.037
H -1.534 5.492 1.877 0.127
H 6.087 0.452 -0.783 0.125
C -2.027 0.673 0.096 -0.349
C 5.022 -2.459 -4.212 -0.024
C 3.535 -1.952 -2.351 -0.167
H 1.644 -2.979 -2.386 0.101
O 0.012 1.184 -3.510 0.094
H -2.154 3.143 1.449 0.109
C -3.951 -0.544 -0.692 0.002
C -1.742 -3.329 -1.972 0.011
C 1.570 4.161 1.607 0.019
C 0.573 5.105 1.789 -0.113
C -4.033 0.313 -1.783 -0.123
C -0.767 4.744 1.731 0.000
H -1.406 2.325 -1.133 0.122
C -5.112 0.099 -2.806 -0.578
C -0.164 -3.282 0.052 -0.447
O 0.770 -2.601 0.626 -0.105
C -1.042 0.177 2.768 -0.328
H 5.969 -2.306 -4.715 0.117
N 3.259 -1.292 -1.182 0.087
H 2.001 2.098 1.250 0.086
O 1.019 0.585 -1.587 -0.154
H 6.654 -0.711 -2.939 0.125
C -0.116 2.465 1.311 -0.320
C -2.297 0.485 3.295 -0.067
H 0.296 -1.378 5.466 0.124
P -0.516 0.699 1.098 1.123
F 2.186 6.702 2.452 0.141
H -2.209 -4.274 -1.732 0.118
H -3.188 2.003 -2.797 0.134
N -0.158 -1.605 -1.454 0.015
F -3.235 -1.518 6.844 0.139
F 0.113 7.119 2.931 0.136
C 0.925 6.549 2.019 -0.581
C 4.173 -0.492 -0.665 -0.154
H -0.046 -4.594 1.384 0.129
F -2.125 0.198 7.551 0.144
C 5.416 -0.240 -1.267 0.031
C -2.100 -2.610 -3.087 -0.047
C -2.038 -0.904 6.779 -0.583
O -0.581 -4.433 0.598 0.128
C 3.825 0.184 0.646 -0.580
C -2.617 0.118 4.589 0.002
H -1.782 -0.779 -4.244 0.123
C 5.709 -0.875 -2.436 0.026
F -6.252 0.740 -2.474 0.143
```

---

[3]
The following is a quantum chemistry calculation of a single C2H6N2O molecule, from OMol25.

structure (SMILES)	NCNC=O
spin multiplicity	1
LUMO	0.81	eV
E_HOMO	-9.73	eV

```
11
Properties=species:S:1:pos:R:3:lowdin_charge:R:1
C -0.830 1.335 -0.649 -0.380
N -0.617 0.007 -0.513 0.019
H 1.595 -1.468 -0.228 0.064
C -0.052 -0.634 0.667 -0.280
H -1.143 1.638 -1.653 0.124
H 1.895 -0.091 0.533 0.072
H -0.637 -1.522 0.875 0.111
O -0.630 2.171 0.205 0.012
H -0.731 -0.550 -1.345 0.125
N 1.357 -0.949 0.612 0.013
H -0.207 0.062 1.496 0.120
```

---

In u, the M values for the records above are, in order, 83.11 852.43 74.08.
In kcal/mol, the energy above the lowest of the compared OMol25 structures with the same formula, charge and spin values for the records above are, in order, 141.4 0.0 14.9.